{"formula": "C17H53O19", "method": "the ωB97M-V functional and the def2-TZVPD basis", "charge": -1, "orbital_gap_ev": 8.970, "relative_energy_kcal_mol": 1.5, "e_tot_ha": -2109.08741, "lumo_energy_ev": 2.19, "elements": ["O", "C", "O", "O", "H", "C", "O", "H", "H", "H", "H", "C", "O", "H", "H", "H", "H", "C", "O", "H", "H", "H", "H", "C", "O", "H", "H", "H", "H", "C", "C", "O", "O", "H", "H", "H", "H", "H", "H", "C", "C", "O", "O", "H", "H", "H", "H", "H", "H", "C", "C", "O", "O", "H", "H", "H", "H", "H", "H", "C", "C", "O", "O", "H", "H", "H", "H", "H", "H", "C", "C", "O", "O", "H", "H", "H", "H", "H", "H", "C", "C", "O", "O", "H", "H", "H", "H", "H", "H"], "coordinates": [[0.961104, -0.390043, 0.582718], [0.248220, 0.274590, -0.365314], [-0.077257, -0.293824, -1.450482], [-0.013783, 1.475718, -0.153581], [0.914222, 0.263615, 1.330770], [0.428830, -3.046679, -3.173062], [1.244039, -1.911620, -2.948929], [0.604130, -3.444416, -4.175957], [0.638740, -3.845708, -2.459530], [-0.629778, -2.778433, -3.179337], [0.767336, -1.336396, -2.320033], [1.015059, 2.328584, 2.801314], [1.560955, 1.012790, 2.833514], [1.585999, 2.954895, 3.490741], [1.101839, 2.729030, 1.785763], [-0.044820, 2.487754, 3.000904], [2.508268, 1.069692, 2.965992], [-3.069192, -1.862454, -2.552202], [-2.012506, -2.355601, -1.721838], [-3.510529, -1.032456, -1.992760], [-2.642007, -1.414308, -3.453258], [-3.807686, -2.613468, -2.812743], [-1.417054, -1.587718, -1.597636], [-0.287002, -3.618765, 4.795768], [-1.356611, -4.523678, 5.035279], [-0.037782, -2.986490, 5.643732], [0.621045, -4.202245, 4.588480], [-0.438975, -3.002022, 3.908290], [-1.646127, -4.721995, 4.131916], [-1.948994, 0.055048, 2.835744], [-1.759361, 0.501568, 4.265421], [-2.750542, -0.165605, 5.088500], [-3.153387, 0.612151, 2.318622], [-1.906162, -1.036809, 2.769897], [-1.094854, 0.361803, 2.225103], [-1.990077, 1.559951, 4.361672], [-0.788048, 0.239206, 4.688276], [-2.660022, -1.111558, 4.933475], [-3.819058, -0.081958, 2.317501], [1.513900, 4.818000, -0.538567], [2.501515, 5.704678, -1.305440], [3.845652, 5.549522, -0.840554], [1.824928, 3.483558, -0.923714], [0.470962, 5.041587, -0.774027], [1.666868, 4.938065, 0.538134], [2.289780, 6.750957, -1.076146], [2.450647, 5.477177, -2.371236], [4.219473, 4.837312, -1.370537], [1.210034, 2.863210, -0.496648], [-0.977324, -5.763404, 1.452475], [-0.698223, -4.709032, 0.396920], [-1.706169, -4.727674, -0.584261], [-1.990714, -5.408074, 2.390393], [-0.078795, -6.036848, 2.007408], [-1.247542, -6.678114, 0.904854], [0.294336, -4.973611, 0.018008], [-0.672408, -3.735116, 0.897738], [-1.819140, -3.835175, -1.008415], [-2.671822, -5.038493, 1.808969], [1.595248, 1.575454, -3.807232], [0.136295, 1.756792, -4.119646], [-0.617361, 2.375148, -3.066530], [2.209277, 2.853046, -3.655626], [2.076774, 0.961724, -4.569661], [1.776890, 1.030783, -2.878522], [-0.328907, 0.792068, -4.345509], [0.065762, 2.448481, -4.958914], [-0.500675, 1.789577, -2.298792], [2.041480, 3.252507, -2.787824], [-3.360394, 2.633293, -0.399771], [-2.512092, 3.868631, -0.125972], [-1.404607, 3.650518, 0.720242], [-4.353210, 2.312411, 0.562578], [-2.720429, 1.772323, -0.630029], [-3.888924, 2.778282, -1.347861], [-3.153067, 4.658020, 0.273665], [-2.160901, 4.260138, -1.090569], [-0.942776, 2.860602, 0.395712], [-3.859163, 1.769499, 1.210503], [4.198061, -0.739206, -1.598575], [4.094016, -1.570751, -0.335928], [2.783573, -2.118773, -0.144507], [3.940529, -1.489195, -2.751749], [5.228917, -0.371803, -1.633671], [3.543992, 0.136743, -1.532307], [4.420386, -0.960057, 0.514199], [4.757098, -2.432023, -0.423925], [2.201908, -1.387568, 0.172131], [2.968210, -1.587362, -2.814037]], "forces_ev_per_angstrom": [[-1.3, 1.0, 0.3], [-0.5, 0.2, -2.1], [0.1, -0.2, 1.4], [0.1, 0.2, 0.8], [0.9, -0.8, 0.0], [0.1, 0.0, -0.8], [-0.1, -0.2, -0.5], [0.4, 0.0, 0.0], [-0.2, 0.0, 0.2], [0.4, -0.2, 0.2], [0.2, 0.1, 0.1], [0.9, 1.4, -0.6], [-1.2, -0.4, 0.3], [-0.2, 0.2, -0.1], [0.3, 0.1, 0.2], [0.0, -1.1, 0.4], [0.1, 0.1, -0.1], [0.6, 1.1, 0.5], [-0.7, 0.4, -0.1], [-0.6, -0.1, -0.3], [-0.1, -0.2, -0.2], [0.2, -0.2, 0.2], [0.2, -0.3, 0.2], [0.9, -0.7, -0.2], [0.1, 0.9, -0.2], [-0.5, 0.0, 0.2], [0.1, 0.1, 0.0], [-0.2, 0.2, 0.0], [-0.3, -0.5, 0.1], [0.9, 0.4, -0.1], [-1.0, -1.1, 0.7], [0.1, 0.4, -0.2], [0.2, -0.7, 0.0], [-0.4, -0.1, 0.1], [-0.3, 0.4, -0.1], [0.2, 0.1, 0.0], [0.3, 0.3, -0.4], [0.1, -0.1, 0.1], [-0.1, 0.1, 0.1], [0.6, -0.2, -0.4], [-0.2, 0.2, 1.0], [-0.1, -0.4, -0.4], [0.0, 0.0, 0.2], [0.0, 0.2, -0.1], [0.0, 0.1, 0.0], [-0.4, 0.0, -0.4], [-0.2, 0.2, -0.1], [0.1, -0.1, 0.3], [0.0, -0.1, -0.3], [0.3, -0.7, -0.4], [0.0, 0.0, 0.6], [-0.3, 0.1, -0.1], [-0.2, 0.3, -0.7], [0.0, 0.4, 0.1], [-0.3, 0.0, 0.1], [0.0, 0.4, -0.4], [0.3, 0.1, -0.1], [0.3, -0.6, 0.4], [-0.2, 0.0, 0.4], [0.2, 0.6, 1.2], [-0.7, 0.0, 0.4], [0.5, -0.3, 0.0], [0.7, 0.1, -1.0], [0.2, 0.4, -0.3], [-0.4, -0.3, 0.1], [0.1, -0.1, -0.3], [-0.1, -0.2, -0.2], [-0.2, 0.2, 0.0], [-0.4, -0.7, 0.1], [-0.4, 0.0, -1.0], [-0.2, 0.0, -0.6], [-0.1, 0.1, 0.5], [0.9, -0.3, 0.3], [0.2, 0.0, 0.4], [-0.1, 0.3, 0.0], [0.1, -0.1, 0.4], [0.0, -0.2, -0.1], [-0.1, 0.0, 0.0], [-0.5, 0.4, 0.0], [0.3, -0.1, 0.3], [-0.7, -0.5, -0.1], [0.5, 0.8, 0.4], [-0.1, 0.2, -0.1], [0.0, 0.1, -0.2], [-0.1, 0.1, 0.0], [0.0, 0.0, 0.2], [0.1, 0.0, 0.0], [0.5, -0.9, -0.4], [0.1, -0.4, -0.1]], "mulliken_charge": [-0.65, -0.10, -1.09, 1.59, -0.03, -0.64, -0.46, 0.34, 0.19, 0.13, 0.49, -0.37, -0.49, 0.54, -0.03, 0.12, 0.26, -0.77, -0.49, 0.25, 0.29, 0.26, 0.29, -0.41, -0.55, 0.32, 0.32, -0.08, 0.46, 0.67, -0.61, -0.58, -0.46, 0.25, -0.61, 0.40, 0.29, 0.32, 0.26, 0.19, -0.78, -0.58, -0.38, 0.02, 0.30, 0.37, 0.34, 0.34, 0.07, -0.67, -0.08, -0.57, -0.54, 0.38, 0.30, 0.27, 0.10, 0.63, 0.32, 0.04, -0.36, -0.57, -0.66, 0.41, -0.25, 0.18, 0.35, -0.10, 0.49, -0.01, -0.40, -0.63, -0.62, -0.19, 0.41, 0.36, 0.23, -0.01, 0.48, -0.02, -0.45, -0.45, -0.59, 0.41, -0.12, 0.26, 0.26, 0.35, 0.58]}